The following is a DFT calculation (ωB97M-V/def2-TZVPD) of a structure of composition C46H63F5GeMgN4O3P3S2.

Computed properties:
Total charge = 0
<S²> = 0.794
LUMO (spin up / spin down) = 0.0204 / -0.0673 hartree
Energy relative to the best compared isomer or geometry (same formula, charge and spin) = 24.7 kcal per mole
HOMO-LUMO gap (spin up / spin down) = 7.81 / 5.47 eV
Max |F| = 0.90 eV Å⁻¹
2S+1 = 2

CARTESIAN COORDINATES (ANGSTROEM)
Mg: 0.30851 -1.32709 -0.45704
C: -0.53228 -0.37518 -5.74150
C: -0.91968 -0.33184 -4.26370
C: -2.28994 -0.96835 -4.03696
P: 0.39777 -0.93241 -3.08746
C: 1.62583 0.45852 -3.22598
N: 1.49857 1.50811 -2.21052
Ge: 0.75490 1.20609 0.27211
N: -0.82223 2.25709 0.65743
C: -2.01033 1.52663 1.05743
P: -2.44643 0.19424 -0.17666
C: -3.76185 -0.77006 0.70811
C: -3.09970 -1.82150 1.59982
C: -4.72199 -1.46444 -0.25868
C: -3.41655 1.14424 -1.44216
C: -2.53166 2.10328 -2.24286
C: -4.64746 1.88309 -0.91644
C: -0.82988 3.51739 0.14058
C: -1.90354 4.41086 0.05697
C: -1.76247 5.61679 -0.61744
C: -0.56625 5.97781 -1.21632
C: 0.54017 5.14376 -1.06360
C: 0.40684 3.96786 -0.36569
N: 1.55419 3.13312 0.04236
C: 2.65962 3.15196 -0.91598
C: 3.78943 3.90321 -0.69325
C: 4.83452 3.90812 -1.61299
C: 4.75753 3.13909 -2.76656
C: 3.65982 2.34129 -2.98287
C: 2.57179 2.30988 -2.07206
C: 1.92304 3.52882 1.43154
C: 2.17745 4.85160 1.75222
C: 2.56662 5.19816 3.03484
C: 2.67523 4.19625 3.99380
C: 2.35650 2.88649 3.69616
C: 1.93034 2.51865 2.40750
N: 1.45832 1.29078 2.05210
C: 1.85609 0.07248 2.72405
P: 0.31440 -0.87626 3.05952
C: 0.95185 -2.53559 3.57576
C: 2.15680 -2.61777 4.51272
C: -0.19698 -3.42139 4.05628
C: -0.28603 0.08732 4.53875
C: -1.76488 -0.14198 4.84788
C: 0.54050 -0.05256 5.81587
C: 1.18543 -2.30892 -4.06012
C: 2.45153 -2.89487 -3.44704
C: 0.16967 -3.44112 -4.24086
H: -1.28099 0.16365 -6.32668
H: -0.49297 -1.39606 -6.12317
H: 0.43329 0.09415 -5.93803
H: -1.00383 0.71998 -3.99079
H: -2.33031 -1.99687 -4.39113
H: -3.05425 -0.40413 -4.57807
H: -2.55364 -0.98351 -2.98219
H: 1.49436 0.91716 -4.21491
H: 2.61958 0.00533 -3.20202
H: -2.87106 2.17640 1.22763
H: -1.80937 1.01421 2.00556
H: -4.32410 -0.07029 1.33747
H: -2.61596 -2.58767 0.98799
H: -3.84644 -2.31438 2.22692
H: -2.33140 -1.40020 2.24521
H: -4.18083 -2.14719 -0.91571
H: -5.28575 -0.77320 -0.88321
H: -5.44172 -2.05849 0.30879
H: -3.75829 0.35346 -2.11374
H: -2.45952 3.06933 -1.74715
H: -2.95792 2.27851 -3.23380
H: -1.51340 1.73390 -2.35759
H: -4.35743 2.77664 -0.36257
H: -5.27524 1.27091 -0.26913
H: -5.26296 2.21490 -1.75633
H: -2.85588 4.15722 0.50253
H: -2.61666 6.27915 -0.68576
H: -0.47726 6.90505 -1.76437
H: 1.50399 5.42714 -1.46869
H: 3.88990 4.47367 0.21568
H: 5.71082 4.51032 -1.41416
H: 5.56697 3.14712 -3.48401
H: 3.62288 1.72680 -3.86859
H: 2.06497 5.61747 0.99615
H: 2.77253 6.23004 3.28191
H: 2.98422 4.44561 5.00138
H: 2.39335 2.14171 4.48016
H: 2.43663 0.27296 3.62524
H: 2.48782 -0.54156 2.08068
H: 1.26371 -2.93462 2.60300
H: 1.88718 -2.42070 5.54903
H: 2.95296 -1.92570 4.23273
H: 2.57440 -3.62698 4.47086
H: -0.55311 -3.10920 5.04155
H: 0.13268 -4.45919 4.13679
H: -1.03980 -3.39305 3.36181
H: -0.17739 1.11624 4.17098
H: -1.96873 -1.18675 5.09131
H: -2.40374 0.13677 4.01041
H: -2.06666 0.46187 5.70721
H: 0.35180 -1.01306 6.29785
H: 0.26086 0.73007 6.52592
H: 1.61350 0.02796 5.63974
H: 1.43398 -1.88887 -5.04000
H: 2.23643 -3.35227 -2.48094
H: 3.24026 -2.16644 -3.30589
H: 2.82321 -3.67562 -4.11626
H: -0.15200 -3.81669 -3.26757
H: 0.64910 -4.26745 -4.76971
H: -0.71038 -3.15101 -4.81068
F: -4.47032 -6.89457 -0.52388
C: -3.35633 -6.16902 -0.40539
C: -3.23384 -4.95986 -1.06251
F: -4.23382 -4.50931 -1.82908
C: -2.07314 -4.22324 -0.92471
F: -2.00751 -3.04917 -1.58084
C: -0.99415 -4.63240 -0.15219
S: 0.49485 -3.72665 -0.01558
C: -1.15661 -5.85582 0.49832
F: -0.18136 -6.33388 1.27551
C: -2.30691 -6.61482 0.37974
F: -2.41576 -7.77850 1.02405
C: 4.62083 -1.78992 0.52813
S: 3.68051 -0.70599 -0.52877
O: 3.60363 0.59178 0.12075
O: 4.34450 -0.68888 -1.81254
O: 2.33022 -1.34964 -0.59552
H: 5.61551 -1.88854 0.10186
H: 4.12614 -2.75765 0.56307
H: 4.67806 -1.35006 1.52096

Atoms 1-6, force components in eV/Å:
0.0699 -0.1327 -0.2890
-0.0088 0.0097 -0.0226
0.0117 0.0148 0.0217
0.0104 -0.0099 0.0131
-0.0442 0.0194 -0.1238
-0.0766 0.0964 -0.0887

Atomic partial charges in e from the Löwdin method, atoms 1 to 99: 0.1949, -0.1103, -0.5363, -0.1137, 1.0498, -0.3504, 0.0241, 1.0140, -0.1681, -0.3413, 1.0482, -0.5462, -0.1258, -0.1048, -0.5440, -0.1006, -0.1003, -0.2617, -0.0490, -0.0897, -0.0910, -0.0287, -0.1711, -0.0410, -0.1572, -0.0024, -0.0389, -0.0583, 0.0033, -0.2609, -0.1477, -0.0411, -0.0865, -0.0834, -0.0117, -0.2304, -0.2074, -0.3853, 1.0625, -0.5630, -0.1058, -0.1148, -0.5419, -0.1232, -0.1155, -0.5300, -0.1068, -0.1029, 0.0839, 0.0702, 0.0676, 0.0726, 0.0674, 0.0875, 0.0292, 0.0978, 0.0616, 0.0818, 0.0496, 0.1065, 0.0559, 0.0902, 0.0050, 0.0567, 0.0619, 0.0889, 0.0677, 0.0529, 0.0902, 0.0459, 0.0564, 0.0612, 0.0882, 0.0942, 0.1048, 0.0973, 0.1189, 0.1090, 0.1102, 0.1104, 0.1108, 0.1168, 0.0995, 0.1040, 0.0942, 0.0757, 0.0550, 0.0489, 0.0598, 0.0637, 0.0810, 0.0661, 0.0812, 0.0614, 0.0958, 0.0686, 0.0488, 0.0789, 0.0695

The following is a DFT calculation (ωB97M-V/def2-TZVPD) of a cluster of 2 separate species, N3O3 in total.

Computed properties:
Total charge = -1
LUMO = 0.1669 hartree
Energy relative to the best compared isomer or geometry (same formula, charge and spin) = 57.6 kcal per mole
HOMO-LUMO gap = 8.07 eV
Max |F| = 5.05 eV Å⁻¹
2S+1 = 1

CARTESIAN COORDINATES (ANGSTROEM)
N: -1.85957 0.55821 -0.80599
N: 1.32869 -0.38907 0.15442
N: -1.26400 0.02444 0.00267
O: -1.23108 -0.75564 0.85774
O: 0.72188 0.66536 -0.13511
O: 2.52362 -0.47500 -0.17056

Atomic forces in eV per Å
1.3641 0.6295 -0.0550
0.7350 -0.7131 0.1401
-3.9086 1.3603 -2.8971
1.4431 -2.0323 2.9519
0.7271 0.3478 -0.1341
-0.3608 0.4078 -0.0058

Partial charges, Löwdin, in e: 0.1411, -0.3367, -0.4031, 0.0031, -0.2054, -0.1990

The following is a DFT calculation (ωB97M-V/def2-TZVPD) of a structure of composition C5H16N2O.

Computed properties:
Total charge = 0
LUMO = 0.0278 hartree
Energy relative to the best compared isomer or geometry (same formula, charge and spin) = 95.2 kcal per mole
HOMO-LUMO gap = 9.35 eV
Max |F| = 2.81 eV Å⁻¹
2S+1 = 1

CARTESIAN COORDINATES (ANGSTROEM)
C: 0.75521 1.15592 0.37932
C: 1.52296 0.34132 -0.66412
C: 1.08240 0.66910 1.79265
C: 1.04065 2.65174 0.23172
H: -0.31806 1.00065 0.21067
H: 2.10121 2.85584 0.39506
H: 0.78094 3.00717 -0.76730
H: 1.25299 -0.71323 -0.59768
H: 2.59935 0.43961 -0.50551
H: 1.31003 0.69790 -1.67468
H: 2.14872 0.78897 1.99805
H: 0.53164 1.24379 2.53984
H: 0.82549 -0.38473 1.90034
H: 0.46926 3.23574 0.95550
C: -1.95714 -0.87442 -1.48639
N: -1.07229 -2.87648 -0.42928
N: -1.82815 -1.61900 -0.23329
O: -0.15800 -2.63382 0.63510
H: -0.71244 -1.50695 0.60156
H: -1.67619 -3.64498 -0.11232
H: -2.73878 -1.76567 0.20778
H: -2.47649 0.06179 -1.28437
H: -0.95172 -0.70058 -1.86199
H: -2.53160 -1.42972 -2.23065

Atoms 1-6, force components in eV/Å:
0.1295 0.0815 -0.0010
-0.1676 0.1517 0.0803
-0.1076 0.1123 -0.2005
-0.0781 -0.1472 0.0045
-0.0012 0.0132 -0.0097
0.0237 0.0028 0.0082

Partial charges, Löwdin, in e: -0.5018, -0.0935, -0.0840, -0.0934, 0.1072, 0.0789, 0.0723, 0.0580, 0.0816, 0.0727, 0.0818, 0.0752, 0.0606, 0.0725, -0.0878, -0.1168, -0.1480, -0.2615, 0.1561, 0.1018, 0.1340, 0.0828, 0.0717, 0.0797

The following is a DFT calculation (ωB97M-V/def2-TZVPD) of a cluster of 2 separate species, C7H12IN3S in total.

Computed properties:
Total charge = 0
LUMO (spin up / spin down) = -0.0238 / -0.0280 hartree
Energy relative to the best compared isomer or geometry (same formula, charge and spin) = 24.1 kcal per mole
HOMO-LUMO gap (spin up / spin down) = 7.67 / 7.13 eV
Max |F| = 3.66 eV Å⁻¹
2S+1 = 1

CARTESIAN COORDINATES (ANGSTROEM)
C: -0.92940 1.73562 -2.31796
C: 0.24595 2.34509 -1.90600
C: -1.20358 0.82116 -1.30629
C: 1.25221 0.04338 1.15006
C: -0.62078 1.23238 1.88884
C: -1.44860 -2.25520 -1.82447
C: -2.89178 -0.82804 -0.31571
N: 0.64502 1.96963 -0.68506
N: -0.24320 1.05976 -0.31455
N: -0.12985 0.35757 0.86901
S: -3.13124 -1.81198 -1.69221
I: -4.32128 0.36797 0.53239
H: -1.57971 1.82333 -3.19662
H: 1.01403 2.77687 -2.54127
H: 1.31442 -0.32749 2.22506
H: 1.57835 -0.80155 0.36118
H: 2.02136 0.87461 0.95113
H: -1.72697 1.30368 2.01526
H: -0.17707 0.99173 2.80444
H: -0.14078 2.22521 1.55617
H: -1.01829 -2.99996 -1.11280
H: -0.72060 -1.32640 -1.90046
H: -1.18044 -2.71033 -2.76594
H: -2.09209 -1.02800 0.28027

Atoms 1-6, force components in eV/Å:
-1.4433 -1.4827 0.0909
1.5818 0.2255 0.0182
-0.3045 -0.3459 2.6740
2.4121 -1.9524 -1.2276
-0.1773 2.9840 -0.6070
3.5813 0.2472 -0.5205

Partial charges, Löwdin, in e: -0.1130, -0.1916, -0.0564, -0.1132, -0.0944, -0.4615, -1.0355, 0.0618, -0.2358, -0.2416, 0.7982, 0.8804, 0.0919, 0.0962, 0.0948, 0.1179, 0.0887, 0.0499, 0.0486, 0.1154, 0.0650, 0.0755, 0.0278, -0.0694

Q: Look up the 2S+1 of the second one.
A: 1

Q: Which value of total charge does entry 1 give?
A: 0